No. 1
ORCA calculation (ωB97M-V/def2-TZVPD) on 4 unconnected molecules or ions with the total composition C5H20NO3.

Cartesian coordinates (Å):
C -0.81 -0.49 0.30
C -0.15 0.38 1.39
C 0.22 1.82 0.76
C -0.70 3.04 1.19
C 1.68 2.04 1.06
N 0.27 -1.08 -0.63
H -1.64 -0.02 -0.26
H -1.35 -1.31 0.67
H 0.82 -0.08 1.73
H -0.80 0.62 2.22
H 0.08 1.74 -0.30
H -1.68 2.90 0.69
H -0.32 3.90 0.74
H -0.97 3.22 2.24
H 2.48 1.51 0.52
H 2.11 2.93 0.49
H 1.85 2.17 2.10
H 0.78 -1.74 -0.09
H -0.24 -1.54 -1.42
H 1.01 -0.53 -1.07
H -0.96 -3.25 -1.72
H -2.20 -3.34 -2.62
O -1.29 -3.60 -2.58
H -2.65 -1.08 -3.15
H -1.26 -1.50 -3.73
O -1.70 -0.87 -3.27
H 3.03 -2.47 1.40
H 2.20 -1.31 1.95
O 2.19 -2.06 1.40

The HOMO-LUMO gap is 11.028 eV. The value obtained for the relative energy (zero: lowest compared OMol25 entry of this formula, charge and spin) is 27.5 kcal/mol. The total energy is -482.6839 Ha. The charge is +1.



No. 2
ORCA calculation (ωB97M-V/def2-TZVPD) on a gas-phase ion, C5H6N (charge +1).

Cartesian coordinates (Å):
C -0.52 1.45 1.17
C 0.49 0.23 1.02
C 0.74 -0.80 0.11
C -1.42 1.62 0.16
C 0.78 -1.69 -1.03
N 1.57 -0.56 1.11
H -0.65 1.99 2.12
H -1.40 0.96 -0.75
H -2.14 2.43 0.13
H -0.15 -1.88 -1.40
H 1.39 -2.64 -0.75
H 1.31 -1.11 -1.89

The HOMO-LUMO gap is 10.309 eV. The value obtained for the relative energy (zero: lowest compared OMol25 entry of this formula, charge and spin) is 91.5 kcal/mol. Its SMILES is C=CC1=[N+]=C1C. The total energy is -248.4699 Ha. The charge is +1.